{"formula": "C23H50B2N5O6P2S2", "method": "the ωB97M-V functional and the def2-TZVPD basis", "homo_lumo_gap_ev": 6.0, "e_tot_ha": -3160.05522, "charge": 1, "species": ["C", "C", "C", "C", "O", "O", "N", "B", "O", "O", "C", "C", "C", "N", "P", "S", "B", "O", "O", "C", "N", "C", "C", "C", "C", "N", "C", "S", "P", "C", "C", "H", "H", "H", "H", "H", "H", "H", "H", "H", "H", "H", "H", "H", "H", "H", "H", "H", "H", "H", "H", "H", "H", "H", "H", "H", "H", "H", "H", "H", "H", "H", "H", "C", "C", "C", "N", "C", "C", "C", "C", "C", "H", "H", "H", "H", "H", "H", "H", "H", "H", "H", "H", "H", "H", "H", "H", "H", "H", "H"], "positions_angstrom": [[2.4943, -2.4416, -0.9999], [3.1453, -1.5546, -0.1073], [2.7709, -0.0036, 0.0125], [1.9061, -0.0193, 1.3329], [1.3344, -1.1013, 1.5948], [1.8032, 0.9627, 2.1322], [2.0643, 0.2126, -1.2919], [0.6026, 0.5389, -1.2185], [0.0290, 1.7119, -0.7047], [-0.2676, -0.4257, -1.7588], [-1.5732, -0.3611, -1.1611], [-1.5511, -0.7158, 0.3783], [2.9080, 0.9866, -2.1284], [2.9595, 0.9903, -3.4342], [1.8724, -0.0139, -4.4304], [0.1411, 0.8252, -4.7051], [3.9580, 1.8341, -4.2235], [3.5608, 3.0778, -4.7360], [5.2105, 1.2767, -4.4157], [6.2493, 2.1831, -3.9540], [3.7473, 1.7192, -1.2572], [3.5834, 3.1744, -1.1425], [2.5549, 3.6692, -0.0505], [1.6105, 4.7870, -0.6643], [0.8657, 5.4847, 0.5301], [-0.4311, 4.8236, 0.8504], [4.0738, 0.9057, -0.0857], [5.5046, -0.1559, -0.7457], [4.8600, 1.6761, 1.4458], [6.2682, 2.8376, 1.0001], [5.6723, 0.2221, 2.3538], [2.7181, -2.5145, -2.0872], [1.6941, -3.0746, -0.5324], [3.9190, -2.0260, 0.5513], [0.2928, 2.4307, -1.3079], [-2.1354, 0.5830, -1.3818], [-2.1770, -1.1813, -1.6477], [-2.6075, -0.9847, 0.6511], [-1.2333, 0.1441, 1.0109], [-0.9385, -1.6379, 0.5122], [2.5348, -0.2078, -5.6817], [1.7333, -1.2544, -3.7519], [3.9595, 3.7569, -4.1610], [5.9154, 2.7711, -3.0602], [7.1515, 1.6045, -3.6433], [6.5423, 2.8278, -4.8215], [3.2220, 3.5800, -2.1333], [4.5591, 3.7077, -0.9625], [3.1593, 4.2026, 0.7355], [2.0063, 2.8578, 0.4886], [2.3154, 5.5546, -1.1001], [0.9401, 4.4120, -1.4754], [1.5249, 5.3597, 1.4391], [0.7725, 6.5977, 0.4044], [-0.2435, 4.1496, 1.6008], [-1.0109, 5.5471, 1.2790], [5.0986, -0.6973, -1.9471], [6.6180, 2.7459, -0.0575], [7.1017, 2.7236, 1.7462], [5.8803, 3.8817, 1.1600], [5.6607, 0.3957, 3.4591], [6.7398, 0.1813, 2.0114], [5.1250, -0.7245, 2.1080], [-4.3720, -3.2926, 4.0096], [-4.2469, -2.5932, 2.6527], [-5.5869, -2.1720, 2.0571], [-6.2886, -3.1917, 1.1528], [-5.8842, -2.9418, -0.2773], [-6.0542, -4.6542, 1.4959], [-7.0867, -4.9648, 2.5519], [-8.3273, -4.2612, 2.0257], [-7.8184, -3.0219, 1.2905], [-4.5693, -4.3606, 3.9055], [-3.4425, -3.1957, 4.5710], [-5.1682, -2.8544, 4.6153], [-3.6456, -3.1833, 1.9579], [-3.6813, -1.6745, 2.8317], [-5.4433, -1.2807, 1.4452], [-6.2758, -1.8996, 2.8564], [-4.8076, -3.0860, -0.3609], [-6.1638, -1.9232, -0.5418], [-6.4150, -3.6442, -0.9177], [-6.2559, -5.2382, 0.5961], [-5.0207, -4.8264, 1.7857], [-6.8064, -4.5517, 3.5232], [-7.2413, -6.0355, 2.6767], [-9.0229, -4.0101, 2.8245], [-8.8601, -4.9090, 1.3252], [-8.0297, -2.1026, 1.8323], [-8.2512, -2.9498, 0.2944]]}